No. 1
{
  "formula": "C12H15O2S",
  "method": "ωB97M-V with the def2-TZVPD basis set",
  "elements": ["C", "C", "C", "C", "C", "C", "C", "C", "S", "C", "O", "C", "C", "C", "O", "H", "H", "H", "H", "H", "H", "H", "H", "H", "H", "H", "H", "H", "H", "H"],
  "coordinates": [[-0.43, -0.01, -4.56], [-0.08, -0.74, -3.41], [-0.27, -0.25, -2.02], [-1.03, 0.96, -1.64], [0.33, -1.02, -1.10], [0.38, -0.88, 0.33], [1.56, -1.58, 1.01], [1.51, -1.46, 2.53], [-1.26, -1.60, 0.90], [-1.66, 0.00, 1.76], [-2.69, 0.13, 2.38], [-0.63, 0.95, 1.57], [-0.82, 2.29, 2.31], [0.51, 0.65, 0.85], [1.58, 1.23, 0.73], [-0.16, -0.29, -5.52], [-0.65, 1.07, -4.51], [0.36, -1.76, -3.40], [-1.40, 1.59, -2.51], [-0.40, 1.68, -0.97], [-1.96, 0.63, -0.97], [0.87, -1.86, -1.44], [1.59, -2.62, 0.75], [2.48, -1.00, 0.75], [1.50, -0.34, 2.80], [2.44, -1.93, 2.87], [0.68, -1.97, 2.82], [-0.03, 3.00, 1.88], [-0.60, 2.28, 3.40], [-1.71, 2.84, 2.39]],
  "nbo_charge": [-0.47, -0.14, -0.06, -0.67, -0.14, -0.25, -0.40, -0.60, 0.06, 0.45, -0.66, -0.43, -0.62, 0.55, -0.70, 0.18, 0.19, 0.20, 0.21, 0.25, 0.25, 0.18, 0.19, 0.23, 0.23, 0.19, 0.21, 0.21, 0.19, 0.21],
  "total_charge": -1,
  "homo_ha": -0.1468,
  "e_tot_ha": -1014.91653,
  "lumo_ha": 0.1195,
  "orbital_gap_ev": 7.247,
  "fmax_ev_per_a": 3.909,
  "smiles": "C=C/C(C)=C/[C@]1(CC)SC([O-])=C(C)C1=O",
  "e_above_lowest_kcal_mol": 0.0
}

***

No. 2
{
  "formula": "C12H15P",
  "method": "ωB97M-V with the def2-TZVPD basis set",
  "elements": ["C", "C", "C", "C", "C", "C", "P", "C", "C", "C", "C", "C", "C", "H", "H", "H", "H", "H", "H", "H", "H", "H", "H", "H", "H", "H", "H", "H"],
  "coordinates": [[2.90, 1.14, -0.49], [2.52, 0.18, 0.28], [2.48, 0.45, 1.78], [2.02, -1.03, -0.31], [2.75, -1.57, -1.58], [0.61, -0.66, -0.44], [-0.48, -1.21, 0.73], [-2.00, -0.23, 0.37], [-2.04, 1.12, 0.16], [-3.32, 1.69, 0.10], [-4.48, 0.97, 0.16], [-4.47, -0.41, 0.16], [-3.16, -1.01, 0.28], [3.01, 1.06, -1.59], [3.34, 2.08, -0.27], [2.52, 1.52, 1.96], [3.32, -0.20, 2.25], [1.49, 0.02, 2.13], [2.03, -1.81, 0.37], [2.02, -2.00, -2.28], [3.65, -2.20, -1.29], [3.17, -0.72, -2.10], [0.25, -0.10, -1.21], [-1.06, 1.71, 0.09], [-3.35, 2.75, 0.17], [-5.50, 1.54, 0.01], [-5.33, -1.07, 0.31], [-2.89, -2.01, 0.23]],
  "nbo_charge": [-0.41, 0.04, -0.64, -0.34, -0.59, -0.48, 0.63, -0.36, -0.19, -0.22, -0.21, -0.21, -0.20, 0.18, 0.20, 0.22, 0.22, 0.22, 0.21, 0.22, 0.22, 0.21, 0.20, 0.22, 0.21, 0.22, 0.22, 0.21],
  "total_charge": 0,
  "homo_ha": -0.3106,
  "e_tot_ha": -807.48290,
  "lumo_ha": 0.0061,
  "orbital_gap_ev": 8.616,
  "fmax_ev_per_a": 4.638,
  "smiles": "C=C(C)[C@H](C)/C=P/c1ccccc1",
  "e_above_lowest_kcal_mol": 36.2
}

***

No. 3
{
  "formula": "C12H16BBa2F4O16P",
  "method": "ωB97M-V with the def2-TZVPD basis set",
  "elements": ["Ba", "Ba", "B", "H", "H", "H", "H", "P", "O", "O", "O", "O", "C", "C", "O", "C", "O", "O", "F", "H", "H", "H", "C", "C", "O", "C", "O", "O", "F", "H", "H", "H", "C", "C", "O", "C", "O", "O", "F", "H", "H", "H", "C", "C", "O", "C", "O", "O", "F", "H", "H", "H"],
  "coordinates": [[1.72, -2.39, -2.53], [-1.42, 0.01, -4.11], [0.18, 0.13, -1.82], [0.00, -0.96, -1.68], [0.68, 0.34, -2.81], [-0.80, 0.68, -1.91], [0.89, 0.51, -0.99], [-0.05, -2.55, -4.89], [0.77, -1.21, -4.80], [0.98, -3.66, -4.85], [-1.17, -2.45, -5.96], [-0.69, -2.43, -3.48], [-1.28, 1.52, 1.09], [-1.77, 2.67, 0.18], [-1.05, 3.77, 0.63], [-0.41, 3.49, 1.80], [0.09, 4.32, 2.49], [-0.39, 2.18, 2.00], [-3.08, 2.92, 0.42], [-0.72, 0.68, 0.68], [-2.16, 1.16, 1.65], [-1.62, 2.42, -0.87], [0.57, -2.00, 3.64], [1.19, -0.69, 3.16], [1.31, -0.85, 1.77], [0.90, -2.08, 1.40], [0.90, -2.50, 0.28], [0.64, -2.84, 2.47], [2.45, -0.48, 3.65], [-0.46, -1.73, 3.86], [1.15, -2.51, 4.40], [0.63, 0.21, 3.38], [3.09, 3.59, 0.99], [2.64, 2.72, -0.18], [3.63, 1.74, -0.20], [4.74, 2.17, 0.42], [5.76, 1.59, 0.47], [4.50, 3.35, 1.03], [2.63, 3.41, -1.37], [2.64, 3.21, 1.91], [2.87, 4.65, 0.88], [1.64, 2.29, -0.09], [-2.34, -2.59, -0.67], [-3.65, -3.31, -0.32], [-4.16, -2.39, 0.66], [-3.75, -1.15, 0.32], [-4.22, -0.15, 0.74], [-2.72, -1.22, -0.55], [-3.40, -4.48, 0.29], [-1.87, -2.93, -1.60], [-1.67, -2.80, 0.17], [-4.35, -3.39, -1.16]],
  "lowdin_charge": [1.97, 1.93, -0.66, -0.14, -0.09, -0.13, -0.01, -0.27, -0.73, -0.50, -0.45, -0.77, -0.03, -0.29, 0.14, -0.58, 0.18, 0.06, 0.08, 0.10, 0.13, 0.14, -0.01, -0.28, 0.14, -0.55, 0.03, 0.10, 0.07, 0.15, 0.15, 0.16, -0.05, -0.29, 0.14, -0.57, 0.19, 0.08, 0.06, 0.13, 0.15, 0.13, -0.05, -0.27, 0.13, -0.57, 0.18, 0.05, 0.09, 0.12, 0.13, 0.18],
  "total_charge": 0,
  "homo_ha": -0.2965,
  "e_tot_ha": -2487.63973,
  "lumo_ha": -0.0322,
  "orbital_gap_ev": 7.192,
  "fmax_ev_per_a": 2.685
}

***

No. 4
{
  "formula": "C12H16Br3F3O4S",
  "method": "ωB97M-V with the def2-TZVPD basis set",
  "elements": ["C", "C", "C", "C", "C", "O", "C", "C", "O", "S", "O", "O", "C", "C", "F", "F", "F", "C", "Br", "H", "H", "H", "H", "H", "H", "H", "H", "H", "H", "H", "H", "Br", "C", "C", "Br", "H", "H", "H", "H"],
  "coordinates": [[-2.13, -1.71, 4.61], [-1.46, -0.73, 4.27], [-0.79, 0.56, 3.68], [-1.05, 0.78, 2.13], [-2.62, 0.75, 1.75], [-3.16, -0.57, 1.68], [-3.64, -0.90, 0.36], [-0.60, 2.31, 1.84], [0.81, 2.54, 2.04], [1.67, 1.91, 0.73], [1.94, 2.99, -0.22], [2.92, 1.37, 1.28], [0.55, 0.64, -0.02], [1.26, -0.31, -1.07], [0.42, -1.38, -1.44], [2.53, -0.72, -0.72], [1.41, 0.46, -2.25], [-0.21, -0.17, 1.16], [1.11, -1.34, 2.08], [-3.02, -2.35, 4.85], [0.30, 0.63, 3.99], [-1.31, 1.43, 4.22], [-2.66, 1.18, 0.68], [-3.24, 1.45, 2.39], [-4.46, -0.15, 0.11], [-2.80, -0.87, -0.41], [-4.05, -1.96, 0.32], [-1.01, 2.68, 0.85], [-1.13, 2.92, 2.65], [-0.28, 1.17, -0.59], [-0.90, -0.89, 0.60], [4.24, -0.18, -6.70], [3.16, -0.70, -5.16], [3.24, -2.18, -4.91], [2.14, -3.17, -6.18], [2.15, -0.35, -5.34], [3.58, -0.15, -4.32], [2.83, -2.43, -3.93], [4.25, -2.58, -4.99]],
  "nbo_charge": [-0.23, -0.03, -0.48, -0.09, -0.06, -0.55, -0.26, -0.11, -0.65, 2.27, -0.89, -0.87, -0.58, 1.00, -0.32, -0.29, -0.34, -0.25, 0.06, 0.26, 0.27, 0.24, 0.17, 0.21, 0.18, 0.16, 0.22, 0.20, 0.22, 0.29, 0.26, -0.02, -0.45, -0.45, -0.02, 0.23, 0.23, 0.23, 0.23],
  "total_charge": 0,
  "homo_ha": -0.3686,
  "e_tot_ha": -9187.46491,
  "lumo_ha": 0.0039,
  "orbital_gap_ev": 10.138,
  "fmax_ev_per_a": 4.985,
  "smiles": "C#CC[C@@]1(COC)COS(=O)(=O)[C@@H](C(F)(F)F)[C@H]1Br.BrCCBr"
}